Entry P
This record from the Open Molecules 2025 dataset describes a cluster of 3 separate species, C4H9N3O in total. The level of theory is ωB97M-V/def2-TZVPD.

E_LUMO = -0.047 Eh
M = 115.1 g mol⁻¹
multiplicity = 1
net charge = 0
gap between HOMO and LUMO = 6.88 eV

Atoms and positions in Å:
C (-0.8155, 1.5229, -1.3377)
C (-1.2597, -0.0638, 0.4513)
C (-1.0964, -1.1091, 1.2575)
C (0.2999, -1.4596, 1.8611)
H (1.8356, 0.9621, -3.7118)
H (1.8079, 0.1460, -0.6177)
H (-1.7327, 2.0471, -1.1874)
H (0.5636, 1.0817, 0.0902)
H (-2.2480, 0.5049, 0.3435)
H (-1.8767, -1.5734, 1.7835)
H (0.6080, -0.6896, 2.6012)
H (0.3509, -2.5596, 2.2743)
H (0.9484, -1.6988, -0.1594)
N (1.4483, 1.6869, -1.9551)
N (0.1085, 1.7266, -2.2987)
N (-0.4156, 0.9284, -0.1375)
O (1.4737, -1.4528, 0.7426)



Entry Q
This record from the Open Molecules 2025 dataset describes a structure of composition C4H9N3O. The level of theory is ωB97M-V/def2-TZVPD.

E_LUMO = 0.031 Eh
M = 115.1 g mol⁻¹
multiplicity = 1
net charge = 0
gap between HOMO and LUMO = 9.74 eV

Atoms and positions in Å:
C (0.5944, -0.2665, 0.1044)
C (-0.9938, 1.3321, -0.3626)
C (-1.6556, 0.1696, 0.5524)
C (-0.7917, -0.9529, 0.4163)
H (2.6670, 0.8307, 0.0758)
H (3.5731, -0.7416, 0.7679)
H (1.0424, 1.3520, -1.0556)
H (-1.2200, 2.3619, -0.2147)
H (-1.2401, 1.1060, -1.4523)
H (-2.0233, 0.5527, 1.5974)
H (-2.5861, 0.0294, 0.0218)
H (-0.5691, -1.6664, 1.3341)
H (-0.5626, -2.3530, -0.9632)
N (2.8111, -0.2529, -0.2267)
N (1.6592, -0.8587, 0.1887)
N (0.5413, 1.1300, -0.0911)
O (-1.2461, -1.7725, -0.6926)



Entry R
This record from the Open Molecules 2025 dataset describes the molecule C4H9N3O. The level of theory is ωB97M-V/def2-TZVPD.

E_LUMO = -0.014 Eh
M = 115.1 g mol⁻¹
multiplicity = 1
net charge = 0
gap between HOMO and LUMO = 7.49 eV

Atoms and positions in Å:
C (1.3278, 2.0000, -0.0636)
N (-1.5393, 0.0366, 0.4962)
C (-0.6184, -1.0208, 0.9070)
C (-0.2748, -0.0207, -0.2947)
N (-0.9862, -2.3797, 0.6624)
N (-0.4614, -0.0314, -1.6877)
C (0.9372, 0.5987, 0.2226)
O (0.1966, -0.6474, 1.8499)
H (-2.2107, -0.4174, -0.1261)
H (-1.5402, -2.7153, 1.4455)
H (-0.1475, -2.9497, 0.6289)
H (-1.0953, 0.6625, -2.0666)
H (0.3645, -0.1651, -2.2501)
H (1.7111, -0.0675, 0.5737)
H (0.5238, 2.5755, -0.5218)
H (1.5776, 2.4658, 0.8982)
H (2.2353, 2.0761, -0.6739)



Entry S
This record from the Open Molecules 2025 dataset describes the molecule C4H9N3O. The level of theory is ωB97M-V/def2-TZVPD.

E_LUMO = 0.024 Eh
M = 115.1 g mol⁻¹
multiplicity = 1
structure (SMILES) = C/N=C/N(O)/C=N/C
net charge = 0
gap between HOMO and LUMO = 9.34 eV

Atoms and positions in Å:
C (-0.2570, 2.0370, -2.1458)
N (-0.4263, 1.0026, -1.1391)
C (0.4242, 0.0793, -1.2096)
N (0.6168, -1.0088, -0.3788)
O (1.6188, -1.9163, -0.7008)
C (0.2234, -0.9794, 0.9153)
N (-0.6850, -0.2390, 1.3898)
C (-0.9323, -0.3857, 2.8220)
H (0.3558, 1.7027, -2.9615)
H (-1.2426, 2.2463, -2.5330)
H (0.1934, 2.8440, -1.6434)
H (1.0759, -0.0621, -2.0620)
H (1.1758, -2.5614, -1.3159)
H (0.8638, -1.6232, 1.4482)
H (-0.3752, -1.2158, 3.2705)
H (-2.0360, -0.4523, 2.8963)
H (-0.5936, 0.5322, 3.3479)



Which one is most stable, and which one is least stable? entry S is the most stable of them, while entry P is the least stable.



Entry P
This record from the Open Molecules 2025 dataset describes a cluster of 2 separate species, C4H9N3O in total. The level of theory is ωB97M-V/def2-TZVPD.

E_LUMO = 0.036 Eh
M = 115.1 g mol⁻¹
multiplicity = 1
structure (SMILES) = NC(N)=O.C=CN=C
net charge = 0
gap between HOMO and LUMO = 10.16 eV

Atoms and positions in Å:
N (-0.5638, -2.5250, 1.7582)
C (-1.0830, -1.9857, 0.5984)
N (-2.0123, -0.9765, 0.8166)
O (-0.7524, -2.3445, -0.5087)
H (-1.1725, -2.5333, 2.5489)
H (-0.0802, -3.3955, 1.5919)
H (-1.7483, -0.3379, 1.5528)
H (-2.2365, -0.4861, -0.0445)
C (1.2353, 0.6126, -1.8758)
C (1.4222, 0.8834, -0.5861)
N (0.6537, 1.8139, 0.1353)
C (0.6692, 3.0084, -0.2758)
H (0.4175, 1.0475, -2.4362)
H (1.8469, -0.1193, -2.3821)
H (2.1155, 0.3028, 0.0098)
H (0.0285, 3.7171, 0.2353)
H (1.2601, 3.3180, -1.1381)



Entry Q
This record from the Open Molecules 2025 dataset describes the molecule C4H9N3O. The level of theory is ωB97M-V/def2-TZVPD.

E_LUMO = 0.038 Eh
M = 115.1 g mol⁻¹
multiplicity = 1
structure (SMILES) = N/C=[N+](\[O-])NC1CC1
net charge = 0
gap between HOMO and LUMO = 8.42 eV

Atoms and positions in Å:
N (1.3413, -0.0644, -2.9818)
C (0.7871, 0.1490, -1.7002)
N (1.1169, -0.6969, -0.6787)
O (1.9312, -1.5952, -0.9509)
N (0.6167, -0.3667, 0.6306)
C (-0.8023, -0.2763, 0.8580)
C (-1.1240, 0.1789, 2.3106)
C (-1.6365, 0.9569, 1.0769)
H (1.7556, 0.7817, -3.3620)
H (1.9309, -0.9158, -3.0355)
H (0.1039, 1.0377, -1.6195)
H (1.2925, -0.8706, 1.2686)
H (-1.2525, -1.1833, 0.6317)
H (-0.1283, 0.4547, 2.7232)
H (-1.7917, -0.3554, 3.0039)
H (-2.7358, 0.7687, 0.9896)
H (-1.4051, 1.9971, 0.8356)



Entry R
This record from the Open Molecules 2025 dataset describes the molecule C4H9N3O. The level of theory is ωB97M-V/def2-TZVPD.

E_LUMO = 0.029 Eh
M = 115.1 g mol⁻¹
multiplicity = 1
structure (SMILES) = N[C@H]1CCCN1N=O
net charge = 0
gap between HOMO and LUMO = 10.08 eV

Atoms and positions in Å:
N (0.6795, 1.1185, -1.5446)
C (-0.4124, 0.8082, -0.6311)
C (-1.0308, -0.6121, -0.9415)
C (-0.1213, -1.5154, 0.0785)
C (0.5653, -0.6025, 1.0317)
N (-0.1350, 0.6994, 0.7693)
N (-0.2984, 1.6636, 1.6913)
O (0.2916, 1.4289, 2.7771)
H (1.3160, 0.3239, -1.5513)
H (1.1692, 2.0581, -1.2504)
H (-1.1959, 1.5675, -0.8334)
H (-0.9720, -0.7348, -2.0729)
H (-2.0654, -0.7996, -0.5884)
H (-0.6915, -2.3103, 0.5662)
H (0.6856, -2.0009, -0.5706)
H (0.5787, -0.6871, 2.2213)
H (1.6369, -0.4053, 0.8487)



Entry S
This record from the Open Molecules 2025 dataset describes the molecule C4H9N3O. The level of theory is ωB97M-V/def2-TZVPD.

E_LUMO = 0.036 Eh
M = 115.1 g mol⁻¹
multiplicity = 1
structure (SMILES) = CN1CCN/C1=N\O
net charge = 0
gap between HOMO and LUMO = 8.73 eV

Atoms and positions in Å:
C (1.2325, 1.9371, 0.1396)
N (0.8919, 0.5334, -0.0442)
C (1.7621, -0.5410, -0.3266)
C (0.9486, -1.6677, 0.3242)
N (-0.4135, -1.2456, -0.1247)
C (-0.4073, 0.1377, -0.0446)
N (-1.4704, 0.7939, 0.0434)
O (-2.5394, -0.0352, 0.0073)
H (0.8593, 2.5102, -0.8278)
H (2.2812, 2.1055, 0.3089)
H (0.6763, 2.4380, 0.9836)
H (1.6151, -0.7587, -1.3347)
H (2.7753, -0.4054, -0.0396)
H (1.2189, -2.6867, -0.0321)
H (1.1616, -1.5052, 1.3900)
H (-1.2861, -1.6994, 0.2084)
H (-3.2586, 0.5140, -0.3921)



Which one is most stable, and which one is least stable? entry P is the most stable of them, while entry Q is the least stable.